3 unconnected molecules or ions with the total composition C3H9O5. Source: the Open Molecules 2025 dataset; level of theory: the ωB97M-V functional and the def2-TZVPD basis.

Positions of all 17 atoms, in Å:
H 1.22 -1.62 -2.23
H 0.50 2.09 -0.49
O -2.25 0.46 -0.96
O 0.74 0.08 1.62
H -1.71 2.14 0.07
H 0.21 -1.96 2.36
O 2.11 -0.11 -0.14
H -0.85 -1.04 2.77
C 1.03 0.25 0.43
O -0.56 -1.95 2.96
C 0.08 1.08 -0.47
C -1.37 1.11 -0.04
H -1.86 -0.41 -1.12
H 0.16 0.75 -1.50
H -1.52 0.74 0.99
H 2.11 -0.52 -1.72
O 1.95 -1.08 -2.54

For the relative energy (zero: lowest compared OMol25 entry of this formula, charge and spin), the calculation gives 11.4 kcal/mol. The LUMO energy comes out at 3.596 eV. For the total energy, the calculation gives -13496.6281 eV. The net charge is -1. The HOMO energy comes out at -5.31 eV. The spin multiplicity is 1.

=====

2 unconnected molecules or ions with the total composition C3H9OPS. Source: the Open Molecules 2025 dataset; level of theory: the ωB97M-V functional and the def2-TZVPD basis.

Positions of all 15 atoms, in Å:
H -1.53 -0.77 2.12
O 0.29 -2.03 -0.74
H -1.21 2.66 -0.73
H 3.84 -0.92 0.73
H 0.46 2.42 0.03
S 3.17 -0.55 -0.38
H 0.95 -1.63 -1.30
C -1.28 -1.33 1.25
H -1.55 0.30 -0.89
P 0.06 -0.80 0.30
H -1.21 1.71 0.70
C -0.54 2.04 -0.12
H -1.07 -2.41 1.61
H 0.13 0.63 -1.72
C -0.52 0.67 -0.85

For the relative energy (zero: lowest compared OMol25 entry of this formula, charge and spin), the calculation gives 115.2 kcal/mol. The LUMO energy (spin up / spin down) comes out at -2.133 / -2.136 eV. For the total energy, the calculation gives -25425.0859 eV. The net charge is 0. The HOMO energy (spin up / spin down) comes out at -8.08 / -8.07 eV. The spin multiplicity is 1.

=====

2 unconnected molecules or ions with the total composition C3H9OS. Source: the Open Molecules 2025 dataset; level of theory: the ωB97M-V functional and the def2-TZVPD basis.

Positions of all 14 atoms, in Å:
H 0.52 1.54 -2.31
H 0.23 -2.34 2.44
H 1.82 -1.19 2.07
O -1.09 1.84 -1.17
C -0.54 1.22 -2.31
H 0.70 -0.01 -0.47
H -0.46 -1.24 -0.40
H 0.95 -1.30 3.71
C 0.83 -1.36 2.58
S -0.23 -0.04 1.81
H -0.77 0.18 -2.52
H -0.98 1.24 -0.40
H -0.91 1.82 -3.11
C -0.08 -0.34 0.08

For the relative energy (zero: lowest compared OMol25 entry of this formula, charge and spin), the calculation gives 78.5 kcal/mol. The LUMO energy comes out at 3.988 eV. For the total energy, the calculation gives -16137.6505 eV. The net charge is -1. The HOMO energy comes out at -1.91 eV. The spin multiplicity is 1.

=====

Q: What is the net charge in the third record?
A: -1